Model 1:
A structure of composition C26H26AlN4O8P2, computed with wB97M-V/def2-TZVPD.

XYZ file:
```
67
Properties=species:S:1:pos:R:3:nbo_charge:R:1
C -3.26860 -3.56680 -0.50315 -0.205
C -2.04107 -2.94675 -0.72533 -0.106
C -1.99523 -1.71630 -1.44397 0.227
C -3.21009 -1.17742 -1.90200 -0.048
C -4.43562 -1.81893 -1.71087 -0.184
C -4.45455 -3.00069 -0.97574 -0.210
C -3.12216 0.19463 -2.50025 -0.438
C -1.92280 0.21562 -3.40997 -0.031
C -0.75988 -0.37511 -2.88324 0.112
C 0.48126 -0.13560 -3.55671 0.025
C 0.50280 0.68178 -4.68873 -0.241
C -0.66238 1.29451 -5.16753 -0.206
C -1.88634 1.02751 -4.55675 -0.200
H -3.30150 -4.43388 0.15597 0.216
H -5.34862 -1.35682 -2.10827 0.224
H -5.41192 -3.46604 -0.76521 0.225
H -4.04541 0.58856 -2.96317 0.235
H 1.46859 0.94519 -5.11917 0.217
H -0.62058 1.96910 -6.03081 0.229
H -2.81893 1.50995 -4.89310 0.224
N -0.82103 -0.91814 -1.56080 -0.932
Al -0.13809 -0.01261 0.15973 1.473
C -0.78681 -3.44485 -0.09638 -0.700
H 0.03415 -3.59446 -0.80824 0.260
H -0.97107 -4.33027 0.51018 0.249
C 1.73603 -0.68436 -2.96127 -0.737
H 1.69630 -1.76747 -2.78226 0.252
H 2.61585 -0.38960 -3.53958 0.244
P -0.29355 -2.11787 1.05735 0.894
P 1.85946 0.12350 -1.31456 0.924
C 2.55981 1.76278 -1.72120 -0.952
H 2.67327 2.33094 -0.78181 0.243
H 3.54994 1.60579 -2.19067 0.249
H 1.89612 2.31393 -2.40734 0.258
C 3.28493 -0.77198 -0.62887 -0.954
H 4.18973 -0.45652 -1.17942 0.247
H 3.39104 -0.53423 0.44293 0.264
H 3.10474 -1.85441 -0.74643 0.241
C -1.56325 -2.03860 2.33715 -0.950
H -1.66584 -3.03923 2.77525 0.253
H -1.24213 -1.32375 3.10504 0.245
H -2.52495 -1.70817 1.92692 0.273
C 1.20184 -2.73022 1.82947 -0.962
H 1.66775 -1.91268 2.40194 0.281
H 0.91767 -3.56503 2.48947 0.252
H 1.90359 -3.06137 1.04631 0.257
C -0.64169 2.01040 -0.78148 0.615
O -0.66683 3.09588 -1.15374 -0.419
H -2.96642 0.88282 -1.70020 0.210
O 0.77163 5.04323 5.81283 -0.339
N 1.71016 4.31419 5.43136 0.497
O 2.87743 4.36972 5.89096 -0.343
C 1.43090 3.32733 4.41360 -0.022
C 0.15348 3.14336 3.84011 -0.064
C -0.06454 2.11819 2.89147 -0.099
C 1.05642 1.34769 2.47353 0.494
O 1.10760 0.66530 1.34863 -0.836
C 2.28101 1.47565 3.16046 -0.060
C 2.51385 2.52288 4.03521 -0.059
N 3.40118 0.57902 2.79208 0.510
O 4.55425 1.03264 2.94214 -0.326
O 3.23269 -0.60794 2.42702 -0.376
N -1.32522 2.02040 2.20193 0.531
O -2.22955 2.78832 2.49908 -0.228
O -1.52480 1.09272 1.26415 -0.523
H -0.61706 3.83235 4.16700 0.292
H 3.52302 2.63218 4.42890 0.304
```

The total charge is +1. The calculation puts the frontier orbital gap at 4.882 eV. Its LUMO energy is -5.53 eV. For the HOMO energy, the calculation gives -0.3825 Ha. Its multiplicity is 1.

=====

Model 2:
A structure of composition C26H26AlN4O8P2, computed with wB97M-V/def2-TZVPD.

XYZ file:
```
67
Properties=species:S:1:pos:R:3:nbo_charge:R:1
C -1.36541 3.29747 -3.25678 -0.197
C -1.18609 2.02177 -2.72744 -0.074
C 0.15470 1.57541 -2.48182 0.156
C 1.25843 2.36882 -2.87942 -0.030
C 1.00941 3.62738 -3.42686 -0.171
C -0.28808 4.09872 -3.59921 -0.223
C 2.67828 1.92980 -2.63058 -0.481
C 2.63413 0.43629 -2.84101 0.048
C 1.49180 -0.32903 -2.48029 0.139
C 1.50533 -1.74943 -2.68870 -0.085
C 2.68982 -2.36149 -3.07226 -0.200
C 3.80393 -1.61355 -3.40705 -0.218
C 3.75739 -0.23248 -3.31294 -0.208
H -2.39683 3.64227 -3.39295 0.214
H 1.89683 4.19848 -3.64989 0.215
H -0.44770 5.11822 -3.97083 0.228
H 3.34659 2.38475 -3.41680 0.234
H 2.72956 -3.45871 -3.10057 0.216
H 4.75092 -2.10354 -3.64249 0.228
H 4.60831 0.40357 -3.51778 0.216
N 0.45252 0.36905 -1.80147 -0.903
Al -0.10771 -0.08895 0.09273 1.395
C -2.38284 1.20436 -2.26686 -0.702
H -2.44963 0.19739 -2.71280 0.252
H -3.33207 1.74289 -2.43833 0.249
C 0.33365 -2.60832 -2.28263 -0.704
H -0.61021 -2.37114 -2.79186 0.254
H 0.53329 -3.68655 -2.39797 0.246
P -2.17588 0.99011 -0.44806 0.927
P 0.05679 -2.35135 -0.49118 0.927
C 1.34952 -3.27108 0.34714 -0.962
H 1.28518 -3.06637 1.42359 0.252
H 1.16494 -4.33808 0.16220 0.257
H 2.34699 -3.00693 -0.02004 0.269
C -1.49912 -3.17275 -0.16776 -0.963
H -1.29989 -4.24910 -0.20596 0.249
H -1.88526 -2.90471 0.82130 0.271
H -2.22918 -2.89049 -0.93512 0.252
C -2.28006 2.65777 0.22887 -0.947
H -3.24071 3.11056 -0.04193 0.254
H -2.18380 2.59215 1.31717 0.243
H -1.46346 3.28439 -0.14266 0.276
C -3.59763 0.04912 0.10585 -0.966
H -3.40554 -0.27123 1.14026 0.278
H -4.49663 0.67866 0.05027 0.252
H -3.70388 -0.85066 -0.51728 0.254
C 2.04036 -0.20411 0.52718 0.605
O 3.15373 -0.20127 0.75557 -0.424
H 3.17507 2.32191 -1.72862 0.239
O 0.88108 0.90739 7.65296 -0.334
N 0.15523 0.02680 7.15098 0.498
O -0.42297 -0.86134 7.82667 -0.354
C -0.06816 -0.02947 5.71753 -0.028
C 0.50793 0.90482 4.82718 -0.082
C 0.24925 0.80161 3.44239 -0.038
C -0.59841 -0.25957 2.99685 0.435
O -0.61233 -0.66810 1.77056 -0.805
C -1.31131 -1.04937 3.92848 -0.048
C -0.93616 -1.04196 5.26210 -0.056
N -2.18744 -2.09036 3.38718 0.517
O -2.19341 -3.20214 3.95703 -0.329
O -2.87096 -1.82350 2.38600 -0.371
N 0.94343 1.62277 2.46587 0.513
O 1.69198 2.53220 2.82159 -0.233
O 0.74393 1.44713 1.15429 -0.513
H 1.16766 1.67231 5.22847 0.289
H -1.31916 -1.80920 5.93791 0.302
```

The total charge is +1. The calculation puts the frontier orbital gap at 4.764 eV. Its LUMO energy is -5.45 eV. For the HOMO energy, the calculation gives -0.3755 Ha. Its multiplicity is 1.

=====

model 2 is preferred energetically. Next in line: 0.258 eV higher.